No. 1
The following is a quantum chemistry calculation of a molecular structure, C27H23N6SZr, from the OMol25 dataset.

* LUMO level: -10.31 eV
* net charge: +3
* highest occupied orbital energy: -16.78 eV

XYZ file:
```
58
Properties=species:S:1:pos:R:3:forces:R:3:lowdin_charge:R:1
Zr 0.073 1.173 -0.964 0.131 -0.285 0.028 1.94
C -1.207 1.338 6.022 -0.045 -0.075 -0.036 -0.01
C -0.808 0.990 4.619 0.000 0.022 0.041 -0.23
C -0.921 -0.310 4.134 0.038 -0.014 -0.060 0.01
C -0.559 -0.644 2.837 0.106 0.108 0.117 0.02
C -0.041 0.327 1.991 -0.033 0.039 -0.138 -0.20
N 0.274 0.057 0.629 -0.461 0.343 -0.028 -0.15
C -0.096 -1.213 0.044 0.265 0.282 -0.108 -0.31
C 0.856 -2.240 -0.021 -0.111 -0.006 -0.067 0.02
C 0.509 -3.482 -0.508 -0.039 0.082 0.004 0.02
C -0.783 -3.741 -0.993 0.085 -0.120 -0.016 -0.21
C -1.118 -5.092 -1.542 -0.029 0.050 0.037 0.00
C -1.721 -2.710 -0.982 0.170 0.131 0.121 0.06
C -1.391 -1.472 -0.450 -0.235 -0.149 -0.048 -0.15
N -2.395 -0.453 -0.453 0.294 0.169 0.091 -0.07
C -3.680 -0.499 -0.089 -0.049 -0.019 -0.090 0.03
C -4.257 0.727 -0.385 0.057 0.009 -0.006 0.03
C -3.239 1.486 -0.931 0.079 0.039 -0.058 -0.06
N -2.091 0.774 -0.979 0.031 -0.075 0.019 -0.11
C 0.081 1.634 2.469 0.056 0.115 0.090 -0.12
C -0.311 1.967 3.756 0.019 -0.203 -0.087 0.05
N 0.627 2.682 1.645 -0.132 -0.090 -0.023 -0.05
C 1.370 3.703 2.068 -0.076 -0.040 -0.017 0.03
C 1.491 4.634 1.040 -0.038 -0.008 0.073 0.03
C 0.785 4.095 -0.006 -0.086 -0.140 -0.229 -0.10
N 0.249 2.887 0.336 0.222 -0.217 0.340 -0.11
H -1.726 0.505 6.492 0.000 0.018 0.025 0.09
H -1.868 2.204 6.039 0.026 0.035 0.019 0.10
H -0.329 1.568 6.626 0.004 0.035 0.002 0.10
H -1.306 -1.085 4.784 -0.010 -0.009 0.011 0.13
H -0.656 -1.667 2.500 -0.002 -0.003 -0.045 0.13
H 1.853 -2.047 0.357 -0.001 0.002 0.016 0.14
H 1.241 -4.279 -0.516 0.032 0.002 0.003 0.14
H -0.633 -5.870 -0.955 -0.002 -0.035 -0.029 0.10
H -0.754 -5.176 -2.568 0.011 -0.033 -0.007 0.11
H -2.190 -5.275 -1.552 -0.010 0.013 -0.003 0.10
H -2.710 -2.871 -1.391 -0.027 -0.005 0.006 0.14
H -4.097 -1.393 0.348 -0.037 0.001 -0.001 0.16
H -5.279 1.023 -0.225 -0.013 -0.005 0.019 0.13
H -3.258 2.502 -1.294 -0.070 -0.012 0.013 0.14
H -0.248 2.995 4.089 -0.012 0.022 0.026 0.14
H 1.758 3.700 3.075 0.039 0.090 -0.008 0.16
H 2.007 5.578 1.077 0.017 0.016 -0.019 0.14
H 0.608 4.495 -0.996 0.036 0.054 0.023 0.13
S 4.141 1.913 -3.385 0.009 0.040 0.002 1.24
C 2.841 2.449 -2.467 -0.072 0.068 0.165 -0.42
N 1.835 1.604 -2.316 -0.148 -0.227 0.060 -0.16
C 2.097 0.411 -3.008 0.018 0.123 -0.051 -0.33
C 1.231 -0.681 -3.118 -0.078 -0.307 -0.215 -0.06
C 1.666 -1.779 -3.838 0.055 0.095 0.016 -0.03
C 2.930 -1.793 -4.446 -0.096 -0.057 0.017 -0.02
C 3.779 -0.710 -4.366 -0.023 0.000 0.019 -0.02
C 3.345 0.398 -3.637 -0.098 -0.193 -0.029 -0.42
H 2.848 3.432 -2.017 0.007 -0.012 0.008 0.09
H 0.196 -0.744 -2.746 0.184 0.290 0.011 0.09
H 1.010 -2.629 -3.962 0.002 -0.013 0.000 0.12
H 3.229 -2.665 -5.010 0.023 0.007 -0.008 0.13
H 4.740 -0.726 -4.861 0.013 0.051 0.006 0.14
```
Positions in Å, forces in eV/Å.

***

No. 2
The following is a quantum chemistry calculation of a molecular structure, C23H18F4MoN2O5S, from the OMol25 dataset.

* LUMO level: -8.71 eV
* net charge: +2
* highest occupied orbital energy: -15.08 eV

XYZ file:
```
54
Properties=species:S:1:pos:R:3:forces:R:3:lowdin_charge:R:1
Mo 0.290 -0.418 -0.186 -0.290 -0.393 0.174 1.98
O 1.985 0.191 0.197 0.989 0.493 0.154 -0.27
C 2.644 0.909 1.133 -0.456 -0.614 -0.625 -0.27
C 3.634 1.801 0.776 0.190 0.152 0.277 0.05
C 4.253 2.485 1.812 0.027 0.025 -0.134 0.01
C 3.914 2.261 3.153 -0.064 -0.067 0.045 -0.01
C 2.953 1.331 3.484 0.109 0.089 0.027 0.02
C 2.286 0.648 2.457 -0.184 -0.098 0.265 -0.13
C 1.385 -0.425 2.724 0.157 0.111 0.132 0.00
N 0.604 -1.017 1.873 -0.070 -0.112 -0.232 -0.08
C -0.040 -2.269 2.316 0.132 0.083 0.059 -0.15
C 0.082 -3.186 1.128 -0.139 0.031 -0.119 -0.14
N -0.486 -2.391 0.019 0.281 -0.016 0.006 -0.08
C -1.379 -2.976 -0.726 -0.053 -0.006 -0.022 0.01
C -2.205 -2.380 -1.718 0.025 -0.324 0.083 -0.12
C -3.123 -3.147 -2.452 -0.089 0.047 -0.113 0.02
C -3.966 -2.509 -3.334 0.035 -0.014 0.041 -0.01
C -3.918 -1.115 -3.476 -0.017 0.084 -0.023 0.01
C -3.026 -0.334 -2.757 -0.199 -0.150 -0.160 0.04
C -2.178 -0.996 -1.892 0.686 0.291 0.320 -0.25
O -1.264 -0.331 -1.161 -0.986 0.213 -0.266 -0.25
H 3.903 1.941 -0.262 -0.012 -0.003 -0.008 0.14
H 5.027 3.203 1.574 0.002 0.000 0.023 0.13
H 4.426 2.808 3.932 0.006 0.009 -0.012 0.13
H 2.708 1.126 4.519 0.009 0.015 -0.011 0.13
H 1.392 -0.822 3.738 0.005 0.033 0.019 0.16
H -1.086 -2.086 2.567 -0.033 0.006 -0.033 0.13
H 0.473 -2.668 3.189 -0.025 0.001 0.033 0.14
H -0.476 -4.110 1.260 0.000 -0.020 0.015 0.14
H 1.125 -3.427 0.917 0.031 0.043 0.004 0.14
H -1.550 -4.033 -0.528 -0.027 -0.005 -0.034 0.16
H -3.162 -4.222 -2.325 0.011 0.015 0.013 0.14
H -4.674 -3.082 -3.915 -0.005 0.016 -0.004 0.13
H -4.597 -0.634 -4.168 0.008 -0.005 0.006 0.13
H -2.977 0.740 -2.865 0.001 0.003 0.007 0.14
F -2.193 4.403 2.651 -0.001 0.000 -0.012 0.13
C -1.618 3.385 2.029 -0.055 0.043 0.085 -0.25
C -2.198 2.127 2.156 -0.035 -0.098 0.018 0.03
C -1.608 1.059 1.509 -0.015 0.258 0.076 -0.08
C -0.435 1.280 0.786 0.154 -0.264 -0.586 -0.24
C 0.124 2.543 0.640 -0.103 0.115 0.287 -0.06
C -0.478 3.615 1.284 0.124 -0.006 -0.085 0.05
H -3.096 2.008 2.746 0.000 0.020 -0.010 0.14
H -2.070 0.082 1.591 0.004 -0.039 -0.041 0.11
H 1.005 2.707 0.038 -0.037 0.014 -0.040 0.11
H -0.079 4.617 1.205 -0.019 -0.005 0.000 0.14
F 1.215 -1.093 -4.780 -0.002 0.031 -0.002 0.19
C 0.902 0.107 -4.332 0.062 0.025 -0.002 -0.67
F 1.446 1.045 -5.071 -0.083 0.007 -0.070 0.20
F -0.417 0.248 -4.295 0.028 -0.035 0.034 0.17
S 1.593 0.287 -2.619 -0.199 -0.030 0.374 0.67
O 2.984 0.507 -2.735 -0.131 -0.079 -0.030 -0.18
O 0.761 1.249 -1.869 0.150 -0.208 -0.094 -0.33
O 1.187 -1.041 -1.939 0.103 0.320 0.192 -0.40
```
Positions in Å, forces in eV/Å.

***

No. 3
The following is a quantum chemistry calculation of a gas-phase ion, C3H5O3S2 (charge -1), from the OMol25 dataset.

* LUMO level (alpha / beta): 3.53 / 3.53 eV
* net charge: -1
* highest occupied orbital energy (alpha / beta): -2.81 / -2.81 eV

XYZ file:
```
13
Properties=species:S:1:pos:R:3:forces:R:3:lowdin_charge:R:1
C -1.525 0.586 0.644 -2.932 -4.794 -2.765 -0.04
C -1.132 0.235 -0.787 -2.633 0.053 -1.261 -0.37
C -0.111 -0.646 -0.285 -0.935 2.188 1.738 -0.92
O 1.395 0.959 1.402 -0.037 0.014 0.798 -0.31
O 2.429 -0.693 0.043 1.179 -0.843 -0.484 -0.24
O 1.377 1.282 -0.949 1.283 2.625 -3.279 -0.29
S 0.023 -2.229 0.075 -0.052 -2.932 0.209 0.54
S 1.328 0.370 0.098 -1.256 -1.095 2.556 0.46
H -0.915 1.004 1.295 2.768 2.502 2.552 -0.05
H -2.159 -0.224 1.135 0.832 1.054 -0.716 0.07
H -2.003 -0.094 -1.496 1.712 0.040 1.519 0.14
H -0.618 1.016 -1.259 0.058 1.391 -0.875 0.05
H 1.911 -1.565 0.084 0.015 -0.206 0.007 -0.04
```
Positions in Å, forces in eV/Å.

***

In the order shown, the computed relative energy (zero: lowest compared OMol25 entry of this formula, charge and spin) values come out to 0.189, 0.000, 3.728 eV.